{"formula": "CH4OS", "method": "ωB97M-V/def2-TZVPD", "energy_ev": -13980.564, "homo_lumo_gap_ha": [0.2597, 0.3428], "e_lumo_ha": [-0.0421, 0.0066], "molar_mass_g_mol": 64.11, "fmax_ha_per_bohr": 0.05396, "relative_energy_ev": 3.224, "elements": ["C", "O", "S", "H", "H", "H", "H"], "xyz": [[1.266351, -0.231090, -0.018892], [-0.694648, 0.700621, 0.677983], [-1.957382, -0.076134, 0.255068], [1.030128, -1.090478, 0.601459], [1.989808, 0.421590, 0.398998], [0.698746, -0.073651, -0.854724], [-2.333002, 0.349141, -1.059891]], "forces_ev_per_a": [[-0.21, -1.09, 2.54], [-0.28, -0.02, -0.40], [-0.18, 0.13, -0.69], [0.13, 0.00, -0.34], [0.47, 0.66, -0.20], [-0.60, 0.42, -2.12], [0.67, -0.09, 1.19]]}